[1]
Entry from the Open Molecules 2025 dataset: C2H4N2O2S in the gas phase in a non-equilibrium geometry (ωB97M-V/def2-TZVPD).

```
11
Properties=species:S:1:pos:R:3
C 0.10257 -0.10055 -0.78429
C 2.47979 0.57133 0.06176
N 1.18607 0.42135 -0.34193
N -2.27945 -0.97375 -0.29783
O -1.25504 0.48898 1.53442
O -1.71557 1.53327 -0.65984
S -1.30828 0.37246 0.09765
H 2.91815 1.55092 -0.07235
H 2.97107 -0.25238 0.52892
H -2.90969 -0.70832 0.46087
H -2.52841 -0.63960 -1.21781
```

Its spin multiplicity is 1.

***

[2]
Entry from the Open Molecules 2025 dataset: C2H4N2O2S in the gas phase in a non-equilibrium geometry (ωB97M-V/def2-TZVPD).

```
11
Properties=species:S:1:pos:R:3
C -1.29467 -2.07537 -0.24308
C 0.87743 2.29319 -0.11830
N -1.09084 -0.86557 -0.48690
N 0.04189 1.41313 -0.42182
O 1.45227 -0.71302 -0.31132
O 0.08565 -0.08948 1.64270
S 0.25798 -0.13458 0.22321
H -2.15629 -2.55441 -0.69309
H -0.65386 -2.68058 0.39838
H 0.74889 3.28919 -0.52543
H 1.73155 2.11749 0.53567
```

As for the structure (SMILES): C=NS(=O)(=O)N=C. Its spin multiplicity is 1.

***

Looking at energy relative to the best compared isomer or geometry (same formula, charge and spin) for the records above, in order, we have 417.0 241.3 kJ/mol.
Looking at frontier orbital gap for the records above, in order, we have 8.95 10.48 eV.